Below is a cluster of 11 separate species, C36H101N7O15 in total, with properties calculated with wB97M-V/def2-TZVPD.

Structure (ORCA input):
```
! wB97M-V def2-TZVPD RIJCOSX def2/J DEFGRID3
* xyz 0 1
C -5.30928 -2.89854 -6.17152
O -5.90532 -3.45858 -7.35418
C -6.77497 -2.62446 -8.13342
C -7.71315 -3.36853 -9.07173
C -8.78217 -4.21465 -8.51991
N -6.84752 -4.22197 -9.92126
H -4.50148 -3.51876 -5.78309
H -6.00317 -2.75931 -5.34253
H -4.76414 -1.99858 -6.45614
H -7.45223 -2.06513 -7.48799
H -6.20102 -1.79613 -8.54882
H -8.10059 -2.68458 -9.82685
H -8.50606 -5.10185 -7.95005
H -9.49284 -4.49437 -9.29760
H -9.48834 -3.65032 -7.91084
H -6.06406 -4.64535 -9.44478
H -6.59751 -3.74759 -10.77716
C 1.27390 0.45607 6.86019
O 1.83596 -0.86491 7.04682
C 2.43402 -0.94471 8.32967
C 3.14926 -2.27438 8.70714
C 2.32771 -3.59490 8.80747
N 4.03592 -2.28268 9.82288
H 0.46884 0.38906 7.59197
H 1.07669 0.54739 5.79208
H 1.82417 1.32714 7.21593
H 3.19614 -0.17955 8.47734
H 1.78597 -0.70682 9.17322
H 3.75921 -2.45148 7.82132
H 1.65223 -3.66204 7.95465
H 1.67519 -3.56351 9.68001
H 2.95675 -4.48308 8.86709
H 3.30670 -2.10692 10.49922
H 4.23543 -3.24869 10.03994
C 2.43298 1.66541 -0.67560
O 1.14588 1.27828 -1.06740
C 0.21079 1.42364 0.00600
C -1.20053 0.87563 -0.36689
C -2.10132 1.79969 -1.23421
N -1.98910 0.50465 0.72688
H 3.07289 1.55067 -1.55050
H 2.95687 0.97240 -0.01728
H 2.52284 2.71987 -0.41460
H 0.57109 1.01033 0.94805
H 0.11309 2.47980 0.25716
H -1.02390 -0.06375 -0.89078
H -1.91395 2.81360 -0.88068
H -3.18367 1.67300 -1.21027
H -1.89033 1.59758 -2.28432
H -2.43385 1.32649 1.11012
H -1.38810 0.00909 1.36977
C 0.11265 -3.47491 -6.66321
O 0.21172 -3.89276 -5.34535
C 0.05903 -5.26962 -5.04153
C 0.09121 -5.60740 -3.53672
C 1.45958 -5.39958 -2.87389
N -0.43494 -6.91351 -3.21043
H -0.18495 -4.20768 -7.41327
H 1.09986 -3.29139 -7.08728
H -0.57869 -2.63420 -6.72119
H -0.96350 -5.48728 -5.34998
H 0.68575 -5.81043 -5.75064
H -0.58139 -4.88872 -3.06853
H 1.61576 -4.32930 -3.00885
H 2.31141 -5.85798 -3.37623
H 1.68749 -5.62557 -1.83222
H -1.42788 -6.91809 -3.39522
H -0.29874 -6.91803 -2.20967
C 10.17870 2.04680 -3.24105
O 10.82460 2.56646 -4.42559
C 11.19742 3.95892 -4.25525
C 11.81730 4.45464 -5.64525
C 12.01738 5.90541 -5.40637
N 10.83433 4.35600 -6.74517
H 10.68034 2.16056 -2.28006
H 10.05929 0.99495 -3.50079
H 9.22724 2.57450 -3.17495
H 10.30527 4.50039 -3.94063
H 11.92569 4.12952 -3.46240
H 12.82356 4.04875 -5.74922
H 12.69427 5.93933 -4.55268
H 11.14421 6.44888 -5.04538
H 12.59482 6.37340 -6.20364
H 10.81478 3.34620 -6.74310
H 9.89457 4.51650 -6.41169
C -7.26335 -4.46045 10.10424
O -6.79383 -3.47287 9.21082
C -6.87395 -3.89065 7.88994
C -6.67892 -2.71485 6.96296
C -5.14916 -2.26495 6.77025
N -7.46534 -1.55915 7.29835
H -7.24693 -3.98810 11.08644
H -6.53625 -5.26174 10.23600
H -8.22591 -4.94250 9.93331
H -6.34458 -4.80429 7.61954
H -7.91824 -4.13131 7.69083
H -6.97859 -2.98609 5.95068
H -5.11588 -1.67317 5.85550
H -4.55800 -3.17660 6.68340
H -4.96110 -1.66526 7.66081
H -7.16229 -1.19730 8.19129
H -8.34519 -2.00309 7.51946
C -6.13218 8.17386 0.05744
O -5.34616 8.08959 1.29992
C -4.55652 6.90229 1.37857
C -3.58061 7.02795 2.53864
C -2.40706 7.91139 2.20969
N -3.06964 5.67531 2.88837
H -5.82850 8.79071 -0.78836
H -7.16162 8.37989 0.35052
H -6.18770 7.19198 -0.41261
H -5.13226 6.00082 1.58826
H -4.13407 6.73464 0.38785
H -4.08323 7.42100 3.42238
H -1.88296 7.58828 1.31023
H -1.77774 7.84575 3.09724
H -2.68638 8.94441 2.00246
H -3.82407 5.13176 3.28269
H -2.46211 5.84868 3.67637
O 4.54562 3.94719 -7.39739
C 3.20046 3.56487 -7.44768
C 2.58337 3.09378 -6.12115
O 2.39806 4.24445 -5.27672
H 5.13037 3.21178 -7.59450
H 2.57289 4.39594 -7.76952
H 3.13960 2.77960 -8.20118
H 3.20219 2.39347 -5.56014
H 1.57443 2.71045 -6.27344
H 2.15992 3.88405 -4.41939
O 6.85758 -4.07870 2.92992
C 6.07682 -3.81060 1.76358
C 6.87077 -3.74332 0.44362
O 7.56962 -4.96485 0.23351
H 7.34758 -4.89221 2.78957
H 5.33535 -4.60100 1.64702
H 5.39826 -2.98512 1.97861
H 7.45420 -2.82307 0.41451
H 6.05058 -3.59434 -0.25866
H 8.25009 -4.84006 -0.43206
O 7.21391 2.34798 2.47587
C 7.12596 1.34752 3.54131
C 5.68063 1.58155 4.13243
O 5.39679 2.98939 4.35281
H 8.01753 2.84288 2.65154
H 7.32281 0.36565 3.11084
H 7.87641 1.51334 4.31424
H 5.46382 1.04651 5.05699
H 4.92795 1.31949 3.38885
H 5.81192 3.33051 3.55726
O -9.60086 -1.86475 0.92430
C -8.61503 -0.94386 1.40358
C -8.85389 0.40721 0.67622
O -10.12550 0.93718 1.04293
H -10.47659 -1.50120 1.07442
H -8.69161 -0.93367 2.49085
H -7.58114 -1.10589 1.09877
H -8.87500 0.31247 -0.40945
H -7.95803 0.99198 0.88494
H -10.19728 1.11852 1.98291
*
```

Summary:
- structure (SMILES) = COC[C@H](C)N.COC[C@H](C)N.COC[C@H](C)N.COC[C@H](C)N.COC[C@H](C)N.COC[C@H](C)N.COC[C@H](C)N.OCCO.OCCO.OCCO.OCCO
- ΔE to the lowest compared entry with this formula, charge and spin (kcal/mol) = 192.3
- HOMO level (eV) = -8.76
- frontier orbital gap (eV) = 8.88
- calculated total energy (hartree) = -2943.64211